C4H6F6NO5S2Sn as an isolated structure at a distorted geometry, computed with ωB97M-V with the def2-TZVPD basis set.

Geometry (Å):
N  -3.81  8.96  -11.84
O  -5.52  6.72  -11.80
F  -4.23  10.71  -8.47
H  3.35  12.20  -14.85
O  -6.06  9.13  -10.53
C  -5.81  8.44  -13.94
H  3.44  10.29  -13.24
F  -2.73  10.81  -10.02
F  -4.66  11.64  -10.36
H  2.16  11.01  -12.26
F  -6.46  9.49  -13.42
S  -4.58  9.00  -10.49
H  1.82  10.17  -14.93
C  2.50  10.85  -13.28
H  3.57  12.80  -13.20
O  -4.07  8.04  -9.49
O  1.47  10.30  -14.05
O  -3.60  6.88  -13.27
C  2.90  12.23  -13.85
C  -4.02  10.69  -9.77
H  1.97  12.78  -13.93
F  -6.78  7.63  -14.32
Sn  -1.38  10.00  -13.16
S  -4.66  7.61  -12.58
F  -5.07  8.82  -14.99

2S+1: 2
Charge: +2
HOMO (spin up / spin down) (Ha): -0.6528 / -0.6528